Entry from the Open Molecules 2025 dataset: a structure of composition C36H93AlF12N19O16P5S4 in a non-equilibrium geometry (the ωB97M-V functional and the def2-TZVPD basis).

For the gap between HOMO and LUMO, the calculation gives 1.24 eV. For the calculated total energy, the calculation gives -228888.075 eV. As for the highest occupied orbital energy: -8.17 eV.

```
186
Properties=species:S:1:pos:R:3:forces:R:3
Al -3.14023 -3.85621 1.14819 0.3 0.3 -0.1
N -7.42542 -0.13105 0.92642 -1.3 -1.5 0.1
O -8.42425 0.15134 1.59946 1.1 -0.1 0.2
O -7.27932 0.37515 -0.15987 0.3 1.4 -1.3
O -6.64041 -1.04968 1.19244 0.0 0.2 1.0
C -6.15472 6.05043 0.70251 -0.7 -0.2 0.5
F -4.95470 5.48071 0.56480 -0.6 0.9 -0.1
F -6.86746 5.24249 1.52337 0.3 0.5 -1.0
F -6.13893 7.25212 1.27481 0.8 -0.5 -0.2
S -7.13040 6.31464 -0.96802 -2.8 -1.5 -0.7
O -8.17283 5.29648 -0.94198 2.0 0.3 -0.1
O -7.70304 7.64270 -1.04834 1.8 -0.6 0.2
N -5.97074 5.88307 -2.22193 -0.8 1.8 1.6
S -5.16294 7.26811 -2.50609 0.5 2.1 -1.0
O -5.78500 8.13272 -3.52634 1.0 -1.9 1.3
O -4.78618 7.98763 -1.28595 0.1 -1.3 -1.1
C -3.51188 6.57306 -3.34336 -1.2 -1.2 -1.6
F -2.47081 6.61477 -2.50933 -1.1 -0.4 -0.9
F -3.78809 5.27743 -3.83661 0.9 2.4 1.5
F -3.25490 7.30748 -4.45709 -0.1 -0.5 1.5
C 1.10345 -0.76068 -2.69532 -1.7 -0.4 1.6
F 1.33299 -0.18800 -3.81665 0.7 0.9 -1.7
F 1.80624 -1.90897 -2.62942 -0.5 0.7 0.3
F 1.44513 0.05793 -1.68470 0.2 -1.0 -0.4
S -0.86111 -1.15588 -2.69602 -0.2 -2.0 1.5
O -1.50144 -0.56317 -3.83928 0.8 0.0 0.6
O -0.89633 -2.61089 -2.61343 0.2 1.2 0.3
N -1.45297 -0.56326 -1.15750 1.0 0.1 -2.6
S -1.64265 0.99096 -1.48682 -1.3 3.5 -0.7
O -0.59877 1.59312 -2.32077 -0.5 -0.7 0.7
O -3.00831 1.38301 -1.91896 2.1 -1.0 1.4
C -1.35566 1.90332 0.20686 0.4 0.1 -2.7
F -1.32183 3.24925 -0.04022 0.6 -1.5 0.3
F -2.38897 1.66330 0.92091 -1.7 -0.4 1.8
F -0.25819 1.47295 0.82552 0.0 0.5 -0.2
O -4.37125 -1.71259 5.13927 -0.5 -0.6 0.6
P -5.10659 -1.25628 6.35044 -0.2 0.5 -0.1
N -6.71607 -1.82109 6.44842 2.0 -1.2 -2.4
C -7.61992 -1.27738 7.40607 -0.1 -0.1 -0.3
C -7.10245 -3.10846 5.72785 0.4 1.5 1.2
N -5.16835 0.46620 6.42189 0.3 -3.7 2.4
C -4.01273 1.18215 6.88366 0.4 0.6 -1.3
C -5.94742 1.20326 5.50851 -1.0 0.0 -0.5
N -4.35152 -1.82424 7.76837 -1.0 2.5 0.8
C -3.59540 -3.02268 7.74391 0.5 -1.1 -1.2
C -4.48181 -1.18442 9.10351 0.7 0.1 -0.6
H -8.03319 -0.35601 6.99573 -0.2 0.3 0.6
H -7.04364 -1.14553 8.32184 -0.8 0.3 0.3
H -8.43654 -1.99070 7.51744 0.0 0.1 0.4
H -6.24604 -3.52630 5.19864 -0.2 0.5 -0.4
H -7.97916 -2.87240 5.12474 0.2 -0.3 -0.4
H -7.36684 -3.87508 6.45621 -0.2 0.1 0.3
H -3.25601 0.69466 7.49834 -0.7 -0.3 0.3
H -3.50384 1.37746 5.93974 0.7 0.8 0.1
H -4.40665 2.11642 7.28376 0.6 0.2 0.4
H -5.38083 1.70439 4.72368 0.4 -0.3 -0.3
H -6.62823 0.46903 5.07782 -0.4 0.5 -0.4
H -6.46857 2.01250 6.02001 -0.4 0.0 0.1
H -2.93956 -3.17112 8.60178 -0.1 0.3 0.1
H -4.24864 -3.88940 7.64305 -0.1 -0.4 0.3
H -2.98894 -3.03615 6.83830 0.3 0.0 0.0
H -5.38068 -0.58428 9.24481 0.0 -0.3 -0.1
H -3.64216 -0.50779 9.26246 0.1 0.3 0.0
H -4.35056 -1.91918 9.89786 -0.6 -0.2 -0.1
O 0.69984 -2.68926 3.67797 2.1 0.2 1.5
P 1.94965 -2.30786 4.43905 1.8 0.0 0.3
N 2.73939 -3.55881 5.39533 -0.7 0.1 0.3
C 4.11087 -3.37689 5.97155 -1.2 0.9 -0.6
C 2.30037 -4.95491 5.26895 0.3 0.4 -0.8
N 1.86908 -1.03812 5.60855 1.5 -1.5 -0.8
C 1.16412 -1.41315 6.79392 -1.3 0.7 0.8
C 1.78670 0.38812 5.34972 -0.7 -0.5 -1.4
N 3.27214 -1.87559 3.44799 -0.3 2.0 0.9
C 4.43939 -1.06441 3.89539 -0.7 -1.1 0.0
C 3.47255 -2.56709 2.20984 -1.0 -1.1 0.1
H 4.91818 -3.29871 5.24337 -0.1 -0.5 -0.3
H 4.35615 -4.16875 6.67928 -0.3 0.1 0.0
H 4.12735 -2.40376 6.46230 0.0 -0.1 0.4
H 1.25886 -5.09127 5.56009 0.0 0.0 0.0
H 2.93863 -5.63945 5.82763 -0.1 0.3 0.4
H 2.44737 -5.26508 4.23440 -0.4 -0.3 -0.2
H 1.42415 -2.39827 7.18123 -0.2 0.1 -0.2
H 1.23855 -0.66263 7.58086 1.1 0.0 0.2
H 0.10024 -1.24203 6.62967 -0.7 -1.0 -0.2
H 2.44580 0.68793 4.53498 0.3 0.0 0.3
H 0.79538 0.58596 4.94199 -0.4 0.5 0.3
H 1.95518 0.95283 6.26668 0.1 -0.1 -0.1
H 4.24001 -0.62795 4.87409 -0.1 0.3 -0.4
H 5.31738 -1.69323 4.04312 0.1 -0.2 -0.1
H 4.72288 -0.36408 3.10973 -0.3 0.4 0.2
H 2.49384 -2.89339 1.85806 -0.1 0.3 -0.4
H 3.97652 -3.51583 2.39425 0.7 -0.1 -0.2
H 3.97500 -1.98387 1.43815 0.0 0.1 0.2
O 2.52766 5.81861 -9.73041 0.4 0.1 0.2
P 2.71000 5.27956 -8.37820 0.6 -1.7 1.7
N 1.40524 4.21245 -8.01678 -0.5 0.6 -0.1
C 0.29371 4.06640 -8.93584 0.1 0.4 -1.0
C 1.17988 3.50951 -6.78406 0.9 -0.3 0.9
N 2.89000 6.41763 -7.12512 1.1 -1.0 -2.0
C 3.19087 7.82449 -7.44443 -1.0 -0.7 0.3
C 2.42522 6.20019 -5.79699 -0.6 -0.3 0.7
N 4.03889 4.19052 -8.12887 0.0 0.3 -0.2
C 4.44754 3.15547 -9.13742 -0.8 1.7 0.8
C 4.77819 4.13123 -6.83708 -1.1 0.9 -0.8
H -0.71122 4.06437 -8.51369 0.1 0.3 0.7
H 0.35793 3.10605 -9.44743 0.2 -0.1 -0.2
H 0.33248 4.87311 -9.66784 0.0 -0.2 -0.1
H 0.58581 4.09405 -6.08156 -0.2 0.0 0.1
H 2.11483 3.25978 -6.28247 0.2 0.2 0.0
H 0.70781 2.53153 -6.87784 -0.3 0.1 -0.6
H 2.21524 8.25673 -7.66670 0.3 0.7 -0.4
H 3.54439 8.26396 -6.51169 0.3 0.2 -0.2
H 3.91228 7.93453 -8.25409 -0.2 0.0 0.1
H 2.91880 6.87159 -5.09435 0.1 0.1 -0.1
H 1.35342 6.39612 -5.76584 -0.2 0.0 0.4
H 2.61269 5.18833 -5.43770 -0.1 0.1 -0.1
H 4.06824 3.46334 -10.11182 -0.1 -0.2 0.0
H 5.53631 3.19774 -9.16749 0.0 -0.5 -0.1
H 4.02720 2.19485 -8.83973 0.3 -0.2 -0.2
H 4.18850 3.66168 -6.04975 0.0 -0.3 0.1
H 4.88484 5.17937 -6.55755 0.6 -0.2 0.4
H 5.72738 3.60241 -6.92359 -0.1 0.2 -0.2
O 5.69354 7.03358 -1.29598 1.0 -1.5 2.4
P 5.99134 6.40730 0.06283 -1.4 -0.5 -0.5
N 4.52629 6.03679 0.83666 -0.1 1.0 -0.5
C 4.54698 5.33458 2.12745 -0.4 1.1 -0.9
C 3.27889 5.91491 0.05482 0.5 -0.6 0.5
N 6.79201 7.37223 1.22723 -0.8 -0.8 -0.2
C 6.07632 8.61462 1.62834 0.1 -0.9 -0.1
C 8.18742 7.62418 0.97562 0.7 -0.7 0.0
N 6.82715 4.88717 0.08561 0.2 0.3 -0.9
C 6.61664 3.91459 -1.00867 -0.4 -0.3 -0.4
C 7.51876 4.27420 1.26426 -1.3 0.7 -1.0
H 4.60060 4.26139 1.94440 0.5 -0.2 0.5
H 3.64339 5.52588 2.70626 -0.4 0.1 -0.3
H 5.31245 5.83805 2.71794 0.5 -0.9 0.1
H 2.46013 6.13953 0.73839 -0.2 0.3 -0.3
H 3.12306 4.88323 -0.26054 0.0 -0.4 0.0
H 3.25734 6.48951 -0.87118 0.2 0.4 0.5
H 5.76447 9.12661 0.71799 -0.2 0.4 0.3
H 5.24448 8.38121 2.29291 -0.3 -0.1 -0.4
H 6.73223 9.22987 2.24425 0.3 0.0 -0.3
H 8.69657 7.87872 1.90518 -0.1 0.7 0.0
H 8.71612 6.70756 0.71410 -0.2 -0.1 -0.5
H 8.31660 8.33853 0.16254 0.4 0.3 0.2
H 6.16292 2.96371 -0.72929 0.0 -0.1 1.1
H 5.90638 4.15112 -1.80093 0.1 1.2 0.1
H 7.52330 3.60479 -1.52838 0.4 0.4 0.1
H 6.76657 3.97649 1.99480 0.2 0.3 0.4
H 8.22863 5.01439 1.63346 0.1 -0.6 0.4
H 7.93868 3.32090 0.94328 0.6 0.4 -0.1
O -2.75704 -7.83720 -1.65685 0.2 -1.7 -0.7
P -2.54680 -8.90497 -2.69154 -0.4 -0.2 -0.6
N -1.17748 -9.90333 -2.50049 0.6 1.2 -1.4
C -0.72772 -10.22109 -1.17603 0.1 0.4 0.3
C -0.54658 -10.69005 -3.60530 -1.2 1.5 1.0
N -2.43993 -8.23787 -4.30806 0.3 -1.9 0.4
C -1.18579 -7.77734 -4.90115 0.4 0.3 0.7
C -3.52649 -7.53931 -4.99908 -1.0 -0.4 1.8
N -3.74767 -10.16646 -2.67556 -0.6 2.4 -0.5
C -4.30487 -10.66583 -1.42132 0.1 0.6 -0.3
C -3.71522 -11.12658 -3.76221 1.1 0.0 0.8
H -1.29660 -11.03672 -0.72967 0.1 -0.3 0.1
H -0.81531 -9.35667 -0.51783 -0.1 0.0 0.0
H 0.33114 -10.47109 -1.24253 0.0 -0.2 0.2
H -0.75305 -11.74663 -3.43468 0.1 -0.1 -0.5
H 0.52385 -10.48996 -3.65269 0.1 -0.1 0.1
H -1.01116 -10.24508 -4.48522 0.2 -0.9 -0.4
H -0.28517 -8.18266 -4.43998 -0.2 -0.2 0.1
H -1.14029 -7.97591 -5.97194 -0.2 -0.3 -0.1
H -1.12128 -6.69529 -4.78670 0.1 0.2 0.0
H -3.44914 -6.50200 -4.67333 -0.2 0.3 -0.7
H -3.60212 -7.70955 -6.07304 0.8 0.2 -0.1
H -4.49497 -7.89280 -4.64527 0.0 -0.1 0.3
H -4.33608 -9.88140 -0.66513 0.2 0.0 -0.1
H -5.33668 -10.99327 -1.54878 -0.1 -0.1 -0.2
H -3.72229 -11.51214 -1.05739 0.1 -0.2 0.2
H -4.69816 -11.49761 -4.05248 0.0 0.3 -0.1
H -3.11222 -11.95944 -3.40052 -0.1 -0.7 -0.2
H -3.12279 -10.70280 -4.57310 -0.6 0.0 -0.3
C 3.04825 -6.85476 -1.71118 -0.1 0.1 0.2
C 1.95172 -6.44303 -0.82329 -1.0 0.4 0.8
N 1.03135 -6.14418 -0.18213 1.4 -0.4 -0.8
H 3.13430 -6.12309 -2.51452 -0.2 -0.3 -0.2
H 2.80941 -7.86271 -2.05044 0.1 0.2 -0.4
H 4.02815 -6.88492 -1.23474 -0.2 0.0 0.4
```
Positions in Å, forces in eV/Å.